--- w ---
# C10H10O

A molecular structure, C10H10O (ωB97M-V/def2-TZVPD, OMol25).

```
21
Properties=species:S:1:pos:R:3:mulliken_charge:R:1
C 1.045 -1.487 -2.444 -0.50
C 0.765 -2.259 -1.312 -0.49
C 1.098 -0.107 -2.525 -0.47
C 0.287 -1.602 -0.163 -0.66
C 0.642 0.538 -1.435 -0.25
C 0.302 -0.246 -0.348 0.48
C -2.557 1.268 1.224 -0.71
C -1.470 0.573 1.551 -0.42
C 0.863 1.720 1.860 -0.60
C -0.183 1.037 1.099 0.72
O 0.193 2.287 0.696 -0.51
H 1.377 -2.048 -3.248 0.39
H 0.741 -3.351 -1.359 0.34
H 1.587 0.553 -3.313 0.29
H 0.005 -2.124 0.680 0.45
H 0.545 1.609 -1.201 0.45
H -3.529 0.927 1.450 0.33
H -2.443 2.232 0.581 0.19
H -1.481 -0.413 2.075 0.27
H 0.478 2.268 2.634 0.35
H 1.828 1.462 1.601 0.34
```

Properties
Highest occupied orbital energy, eV: -8.688
Orbital gap, Ha: 0.355

***

--- x ---
# C10H10O

A single C10H10O molecule (ωB97M-V/def2-TZVPD, OMol25).

```
21
Properties=species:S:1:pos:R:3:mulliken_charge:R:1
C -0.691 -0.321 2.527 -1.09
C 0.514 0.164 1.846 0.66
C 1.377 0.874 2.932 -0.39
C 1.032 0.243 0.638 -0.73
C 0.246 -0.018 -0.611 1.14
C 0.593 0.725 -1.731 -0.60
C 0.099 0.526 -3.004 -0.31
C -0.899 -0.466 -3.234 -0.56
C -1.298 -1.115 -2.060 -0.24
C -0.692 -1.064 -0.813 -0.41
H -0.664 0.243 3.536 0.34
H -1.661 0.140 2.039 0.28
H -0.718 -1.444 2.727 0.25
H 0.808 1.257 3.899 0.18
H 1.943 0.711 0.459 0.49
H 1.328 1.451 -1.564 0.35
H 0.515 1.090 -3.872 0.31
H -1.465 -0.537 -4.193 0.34
H -2.156 -1.866 -2.387 0.18
H -0.765 -1.816 0.049 0.28
O 2.558 1.223 2.819 -0.48
```

Properties
SMILES string: C/C(C=O)=C\c1ccccc1
Highest occupied orbital energy, eV: -8.955
Orbital gap, Ha: 0.324

***

Which is the most stable structure? x is the most stable.

***

--- w ---
# C4H10N

2 unconnected molecules or ions with the total composition C4H10N (ωB97M-V/def2-TZVPD, OMol25).

```
15
Properties=species:S:1:pos:R:3:lowdin_spin:R:1
C 2.223 1.144 -0.405 0.04
C 2.211 -0.263 0.254 0.02
C 0.851 -0.900 0.247 0.10
C -0.268 -0.231 0.001 0.73
N -4.180 0.106 0.051 0.00
H 1.168 1.425 -0.221 0.03
H 2.358 1.107 -1.488 0.00
H 2.886 1.844 0.099 0.00
H 2.522 -0.146 1.305 0.00
H 2.902 -0.936 -0.281 0.00
H 0.869 -1.949 0.537 0.03
H -1.149 -0.767 -0.374 0.06
H -3.188 0.026 -0.076 0.00
H -4.621 0.786 -0.547 0.00
H -4.691 -0.762 0.058 0.00
```

Properties
Spin multiplicity: 2
Highest occupied orbital energy (alpha / beta), eV: -9.237 / -9.652
Orbital gap (alpha / beta), Ha: 0.380 / 0.333

***

--- x ---
# C4H10N

A single C4H10N molecule (ωB97M-V/def2-TZVPD, OMol25).

```
15
Properties=species:S:1:pos:R:3:lowdin_spin:R:1
C -0.200 -0.139 -1.225 0.15
N 0.913 0.607 -0.590 0.19
C 0.776 0.459 0.930 0.13
C -0.508 -0.402 1.152 0.03
C -1.165 -0.609 -0.174 0.03
H -0.674 0.506 -1.983 0.03
H 0.199 -0.982 -1.784 0.04
H 0.938 1.609 -0.850 0.12
H 1.807 0.120 -0.949 0.17
H 0.716 1.484 1.303 0.03
H 1.725 0.062 1.296 0.04
H -0.204 -1.363 1.589 0.01
H -1.165 0.063 1.896 0.00
H -2.150 -0.154 -0.299 0.00
H -1.285 -1.694 -0.354 0.01
```

Properties
Spin multiplicity: 2
Highest occupied orbital energy (alpha / beta), eV: -3.479 / -11.821
Orbital gap (alpha / beta), Ha: 0.174 / 0.462

***

Which is the most stable structure? x is the most stable.

***

--- w ---
# C7H10N4

2 unconnected molecules or ions with the total composition C7H10N4 (ωB97M-V/def2-TZVPD, OMol25).

```
21
Properties=species:S:1:pos:R:3:mulliken_charge:R:1
C -1.192 -2.609 0.218 0.30
C -2.943 0.950 1.590 0.04
C -1.622 2.637 1.405 0.07
C 1.176 0.286 0.426 -0.86
C -0.152 -0.643 -1.575 -1.24
C -0.255 -1.708 0.641 -0.57
C 0.635 -0.988 -0.340 0.53
N -1.981 -3.388 -0.156 -0.49
N -3.264 1.843 2.526 -0.36
N -2.536 2.929 2.343 -0.26
N -1.877 1.418 0.842 -0.31
H -3.273 -0.143 1.470 0.37
H -0.795 3.367 1.032 0.36
H 1.929 0.674 -0.193 0.38
H 0.145 0.724 0.348 0.06
H 1.504 -0.072 1.364 0.35
H -0.367 -1.470 -2.226 0.42
H -1.167 -0.313 -1.152 0.27
H 0.497 0.110 -2.074 0.32
H 0.007 -1.966 1.737 0.26
H 1.458 -1.754 -0.615 0.36
```

Properties
Highest occupied orbital energy (alpha / beta), eV: -10.843 / -8.968
Orbital gap (alpha / beta), Ha: 0.355 / 0.190

***

--- x ---
# C7H10N4

A single C7H10N4 molecule (ωB97M-V/def2-TZVPD, OMol25).

```
21
Properties=species:S:1:pos:R:3:mulliken_charge:R:1
C 1.698 -1.662 0.059 -0.68
C 1.952 -2.613 -1.034 -0.21
C 0.769 -0.842 -0.493 0.16
C -0.690 -0.617 -2.134 0.06
C -1.653 0.608 1.494 -1.53
C -0.176 2.478 0.801 -1.82
C -0.252 0.932 1.015 0.50
N 1.124 -2.446 -2.021 -1.22
N -0.961 0.333 -1.287 -0.88
N 0.398 -1.336 -1.723 0.83
N -0.087 0.279 -0.254 0.64
H 2.266 -1.749 0.956 0.41
H 2.724 -3.435 -0.961 0.35
H -1.228 -0.881 -3.068 0.40
H -2.088 1.184 2.405 0.36
H -2.265 0.769 0.675 0.49
H -1.578 -0.339 1.866 0.38
H -0.629 2.786 -0.071 0.47
H 0.805 2.779 0.651 0.44
H -0.663 3.050 1.481 0.52
H 0.534 0.722 1.642 0.34
```

Properties
SMILES string: CC(C)n1ncn2nccc12
Highest occupied orbital energy, eV: -8.101
Orbital gap, Ha: 0.334

***

Which is the most stable structure? x is the most stable.

***

--- w ---
# C2H3F2PS

2 unconnected molecules or ions with the total composition C2H3F2PS (ωB97M-V/def2-TZVPD, OMol25).

```
9
Properties=species:S:1:pos:R:3:mulliken_charge:R:1
C -1.234 0.466 1.433 -0.42
C -1.715 -0.450 0.794 -0.34
F 2.829 -0.560 -0.854 -0.25
F 1.748 1.073 0.446 -0.21
P 1.359 -0.328 -0.187 0.46
S 0.459 0.393 -1.919 -0.18
H -0.852 1.151 2.148 0.40
H -0.446 -0.607 -1.978 0.14
H -2.147 -1.138 0.117 0.40
```

Properties
SMILES string: FP(F)S.C#C
Highest occupied orbital energy, eV: -9.986
Orbital gap, Ha: 0.391

***

--- x ---
# C2H3F2PS

2 unconnected molecules or ions with the total composition C2H3F2PS (ωB97M-V/def2-TZVPD, OMol25).

```
9
Properties=species:S:1:pos:R:3:mulliken_charge:R:1
C -0.830 0.665 -1.833 -0.35
C -1.446 -0.290 -1.502 -0.39
F 1.485 1.065 1.906 -0.23
F 2.270 -0.364 0.210 -0.21
P 0.965 0.376 0.557 0.51
S 0.113 -1.326 1.659 -0.27
H 0.038 1.291 -2.115 0.36
H -0.591 -0.372 2.164 0.16
H -2.004 -1.043 -1.047 0.43
```

Properties
SMILES string: FP(F)S.C#C
Highest occupied orbital energy, eV: -9.868
Orbital gap, Ha: 0.379

***

Which is the most stable structure? w is the most stable.

***

--- w ---
# C21H32AlN7O2Si

A molecular structure, C21H32AlN7O2Si (ωB97M-V/def2-TZVPD, OMol25).

```
64
Properties=species:S:1:pos:R:3:mulliken_charge:R:1
Al -0.294 -0.153 0.209 -1.48
C 3.587 -0.927 -3.136 -0.72
C 4.154 -0.721 -1.885 -0.88
C 3.425 -0.130 -0.859 -0.10
C 2.116 0.259 -1.097 0.09
C 1.538 0.056 -2.348 -0.29
C 2.275 -0.535 -3.366 -0.91
N 1.291 0.874 -0.060 1.98
N 1.981 0.871 1.242 -0.77
C 1.185 0.520 2.232 0.37
C 1.667 0.602 3.580 -1.03
C 0.851 0.269 4.605 -0.35
C -0.485 -0.176 4.363 -0.82
C -0.908 -0.267 3.088 -0.22
N -0.103 0.069 2.019 0.80
H 4.168 -1.371 -3.933 0.48
H 5.183 -1.004 -1.706 0.49
H 3.865 0.049 0.111 0.62
H 0.519 0.377 -2.542 0.48
H 1.826 -0.672 -4.342 0.48
H 2.679 0.951 3.731 0.52
H 1.211 0.344 5.623 0.44
H -1.142 -0.437 5.178 0.46
H -1.899 -0.608 2.824 0.45
C 0.069 3.354 1.057 -1.03
Si 1.156 2.745 -0.320 0.41
C 2.879 3.399 -0.310 -1.11
C 0.331 3.032 -1.962 -0.96
H -0.107 4.423 0.909 0.55
H 0.525 3.230 2.038 0.32
H -0.909 2.867 1.059 0.20
H 2.843 4.474 -0.505 0.43
H 3.477 2.945 -1.103 0.32
H 3.380 3.237 0.643 0.31
H 0.130 4.105 -2.039 0.47
H -0.629 2.521 -2.061 0.20
H 0.965 2.764 -2.806 0.35
C 2.181 -3.119 0.760 -0.67
N 1.669 -3.247 -0.606 0.31
C 2.390 -4.172 -1.486 -0.88
C 0.637 -2.599 -1.035 -0.02
O -0.066 -1.820 -0.303 -0.27
H 3.230 -2.836 0.709 0.37
H 2.086 -4.080 1.263 0.41
H 1.623 -2.364 1.305 0.01
H 2.298 -5.183 -1.094 0.34
H 3.439 -3.884 -1.514 0.36
H 1.978 -4.126 -2.490 0.32
H 0.338 -2.768 -2.067 0.45
C -6.645 0.348 -0.495 -1.10
N -5.219 0.126 -0.289 0.02
C -4.145 0.888 -0.902 -0.13
C -2.962 0.192 -0.292 0.14
O -1.754 0.540 -0.552 -0.19
N -3.300 -0.773 0.517 -0.40
C -4.675 -0.790 0.500 0.33
N -5.356 -1.660 1.219 -0.33
H -6.771 1.129 -1.239 0.41
H -7.123 0.674 0.430 0.37
H -7.123 -0.557 -0.868 0.38
H -4.170 1.945 -0.624 0.37
H -4.146 0.808 -1.991 0.36
H -4.853 -2.329 1.780 0.25
H -6.362 -1.681 1.229 0.23
```

Properties
Highest occupied orbital energy, eV: -12.856
Orbital gap, Ha: 0.283
Net charge: +2

***

--- x ---
# C21H32AlN7O2Si

A molecular structure, C21H32AlN7O2Si (ωB97M-V/def2-TZVPD, OMol25).

```
64
Properties=species:S:1:pos:R:3:mulliken_charge:R:1
Al -0.289 -0.037 0.006 -1.15
C 3.829 0.306 -3.586 -0.63
C 4.384 0.629 -2.358 -0.89
C 3.575 0.799 -1.250 -0.48
C 2.199 0.661 -1.377 0.36
C 1.642 0.303 -2.596 -0.22
C 2.460 0.124 -3.700 -0.98
N 1.333 0.956 -0.265 1.83
N 2.011 0.630 0.959 -0.75
C 1.258 0.393 1.978 0.44
C 1.834 0.306 3.288 -0.93
C 1.034 0.283 4.377 -0.34
C -0.378 0.304 4.210 -1.03
C -0.893 0.261 2.961 -0.24
N -0.118 0.247 1.834 0.73
H 4.471 0.190 -4.444 0.45
H 5.449 0.764 -2.257 0.46
H 3.994 1.032 -0.286 0.44
H 0.564 0.193 -2.675 0.59
H 2.031 -0.144 -4.653 0.48
H 2.909 0.316 3.353 0.55
H 1.444 0.264 5.375 0.47
H -1.021 0.356 5.072 0.47
H -1.960 0.250 2.782 0.58
C -0.632 3.147 0.310 -0.99
Si 1.187 2.877 -0.209 0.54
C 2.529 3.451 0.995 -1.08
C 1.414 3.551 -1.967 -1.24
H -0.774 4.161 0.669 0.60
H -0.955 2.471 1.100 0.23
H -1.281 3.011 -0.551 0.21
H 2.737 4.508 0.860 0.47
H 3.456 2.911 0.835 0.33
H 2.247 3.299 2.032 0.34
H 1.160 4.608 -1.980 0.45
H 0.783 3.054 -2.699 0.38
H 2.444 3.468 -2.303 0.35
C 0.820 -3.922 1.058 -0.73
N 0.650 -3.872 -0.376 0.19
C 0.947 -5.095 -1.092 -0.89
C 0.325 -2.799 -1.025 0.47
O 0.047 -1.672 -0.506 -0.89
H 1.860 -4.146 1.300 0.36
H 0.194 -4.712 1.477 0.37
H 0.559 -2.965 1.507 0.12
H 0.635 -5.959 -0.507 0.31
H 2.020 -5.171 -1.271 0.37
H 0.433 -5.122 -2.050 0.35
H 0.281 -2.890 -2.114 0.38
C -6.072 -0.413 -0.106 -1.09
N -4.633 -0.291 -0.168 0.00
C -3.944 0.457 -1.196 -0.30
C -2.518 0.244 -0.775 0.18
O -1.471 0.667 -1.291 -0.45
N -2.465 -0.492 0.322 0.08
C -3.741 -0.807 0.676 0.30
N -4.030 -1.549 1.728 -0.32
H -6.491 0.071 -0.985 0.41
H -6.481 0.072 0.783 0.37
H -6.370 -1.462 -0.120 0.38
H -4.219 1.517 -1.185 0.39
H -4.147 0.066 -2.199 0.39
H -3.277 -1.894 2.302 0.24
H -4.985 -1.761 1.977 0.25
```

Properties
Highest occupied orbital energy, eV: -12.639
Orbital gap, Ha: 0.262
Net charge: +2

***

Which is the most stable structure? w is the most stable.

***

--- w ---
# C2H2OS2

A molecular structure, C2H2OS2 (ωB97M-V/def2-TZVPD, OMol25).

```
7
Properties=species:S:1:pos:R:3:mulliken_charge:R:1
C -1.780 -0.267 0.098 0.08
C -1.240 -0.451 -1.099 -0.07
O 1.170 1.171 -1.152 -0.63
S -2.903 -1.717 -0.190 -0.02
S -1.805 -1.749 -1.990 -0.02
H -1.865 0.300 1.031 0.39
H 1.052 1.937 -0.592 0.25
```

Properties
Highest occupied orbital energy (alpha / beta), eV: -8.832 / -8.828
Orbital gap (alpha / beta), Ha: 0.217 / 0.216

***

--- x ---
# C2H2OS2

2 unconnected molecules or ions with the total composition C2H2OS2 (ωB97M-V/def2-TZVPD, OMol25).

```
7
Properties=species:S:1:pos:R:3:mulliken_charge:R:1
C 1.257 -1.185 -1.642 1.00
C 0.067 -1.252 -1.177 -0.39
O 2.382 -1.160 -1.918 -0.35
S -1.420 -1.202 -0.602 -0.25
S -0.499 2.182 1.690 -0.28
H -1.710 1.552 1.414 0.14
H -0.077 1.064 2.235 0.14
```

Properties
SMILES string: O=C=C=S.S
Highest occupied orbital energy (alpha / beta), eV: -8.725 / -8.720
Orbital gap (alpha / beta), Ha: 0.242 / 0.242

***

--- y ---
# C2H2OS2

A single C2H2OS2 molecule (ωB97M-V/def2-TZVPD, OMol25).

```
7
Properties=species:S:1:pos:R:3:mulliken_charge:R:1
C -0.084 -0.138 -0.067 0.22
C 1.207 0.327 -0.677 -0.05
H -1.717 0.152 1.324 0.14
H 1.990 -0.192 -1.250 0.40
O 1.640 1.495 -0.414 -0.47
S -0.651 0.783 1.298 -0.07
S -0.607 -1.599 -0.817 -0.17
```

Properties
SMILES string: O=CC(=S)S
Highest occupied orbital energy, eV: -9.464
Orbital gap, Ha: 0.282

***

Which is the most stable structure? y is the most stable.

***

--- w ---
# C2H2N4O2

A single C2H2N4O2 molecule (ωB97M-V/def2-TZVPD, OMol25).

```
10
Properties=species:S:1:pos:R:3:mulliken_charge:R:1
C -0.062 0.809 0.496 0.44
C -0.181 -0.741 0.551 0.55
H -0.425 2.527 1.493 0.26
H -0.906 1.068 2.401 0.28
N -0.543 1.530 1.496 -0.37
N 0.770 1.348 -0.480 -0.37
N 0.828 0.467 -1.721 -0.11
N 0.077 -0.603 -1.867 0.05
O -0.384 -1.452 -0.664 -0.19
O -0.259 -1.448 1.643 -0.54
```

Properties
SMILES string: Nc1nnnoc1=O
Highest occupied orbital energy, eV: -10.146
Orbital gap, Ha: 0.336

***

--- x ---
# C2H2N4O2

A single C2H2N4O2 molecule (ωB97M-V/def2-TZVPD, OMol25).

```
10
Properties=species:S:1:pos:R:3:mulliken_charge:R:1
C 0.326 -0.256 -0.923 0.14
C 2.049 0.498 0.589 0.44
N -0.965 -0.466 -1.001 -0.61
N 3.027 0.856 1.079 -0.39
N 0.865 0.080 0.209 -0.22
N -1.829 -0.278 0.014 1.13
O -1.414 0.285 1.094 -0.66
O -2.970 -0.588 -0.188 -0.55
H 0.787 -0.304 -1.777 0.55
H 0.123 0.172 0.903 0.18
```

Properties
SMILES string: N#CN/C=N\[N+](=O)[O-]
Highest occupied orbital energy, eV: -11.019
Orbital gap, Ha: 0.353

***

Which is the most stable structure? w is the most stable.

***

--- w ---
# C2H4IN2

2 unconnected molecules or ions with the total composition C2H4IN2 (ωB97M-V/def2-TZVPD, OMol25).

```
9
Properties=species:S:1:pos:R:3:mulliken_charge:R:1
C -0.904 0.990 0.300 -0.49
C 0.693 -0.636 1.147 0.33
N 0.024 0.353 0.890 -0.13
N 1.454 -1.491 1.294 -0.09
I -0.645 0.872 -2.680 0.09
H -2.028 0.547 0.260 0.37
H -0.835 2.054 0.254 0.45
H 0.598 -0.234 -2.878 0.15
H 1.641 -2.456 1.412 0.32
```

Properties
Highest occupied orbital energy, eV: -14.269
Orbital gap, Ha: 0.303
Net charge: +1

***

--- x ---
# C2H4IN2

A gas-phase ion, C2H4IN2 (charge +1) (ωB97M-V/def2-TZVPD, OMol25).

```
9
Properties=species:S:1:pos:R:3:mulliken_charge:R:1
C 0.795 0.712 -1.457 -0.10
C -1.111 0.690 0.155 0.24
N 0.434 0.706 -0.283 -0.37
N -1.340 0.191 1.377 -0.33
I -2.464 1.786 -0.956 0.39
H 1.809 0.653 -1.652 0.29
H 0.204 0.649 -2.451 0.20
H -0.554 -0.111 2.015 0.32
H -2.282 0.590 1.842 0.35
```

Properties
SMILES string: C=NC(=[NH2+])I
Highest occupied orbital energy, eV: -14.903
Orbital gap, Ha: 0.337
Net charge: +1

***

Which is the most stable structure? x is the most stable.